No. 1
The following is a DFT calculation (wB97M-V/def2-TZVPD) of a molecular structure, C18H37Br16F3OSi2 at a distorted geometry.

The geometry in XYZ format:
```
77
Properties=species:S:1:pos:R:3:lowdin_charge:R:1
F 4.28960 1.55032 3.74173 -0.088
C 4.87309 1.42807 2.54621 -0.945
F 5.24969 0.16823 2.38089 0.067
Br 6.49297 2.51366 2.67991 0.771
C 3.86803 1.84498 1.42549 -0.796
F 3.21146 2.94056 1.82356 -0.014
Br 4.89705 2.37795 -0.18198 0.746
C 2.93980 0.75596 0.95103 -0.248
C 2.28725 -0.10189 2.05603 -0.247
Si 0.42085 0.16224 2.20516 0.462
O -0.09249 1.46999 1.29621 -0.527
Si -0.28403 2.94211 2.08039 0.518
H 3.46141 0.15653 0.22942 0.091
H 2.15757 1.26974 0.40714 0.093
H 2.43199 -1.14007 1.79329 0.077
H 2.72419 0.01517 3.03607 0.027
H -0.29506 -1.04624 1.80681 -0.075
H 0.06869 0.35718 3.62286 -0.028
H -0.43742 2.77215 3.53888 -0.059
H 0.92861 3.74781 1.88052 -0.080
H -1.42176 3.68794 1.54099 -0.101
Br -1.98270 4.01673 -1.26911 0.656
C -0.92895 2.60998 -2.10570 -0.684
C -1.43619 2.25473 -3.47508 -0.683
Br -3.04947 1.16829 -3.38334 0.619
H -0.94016 1.77145 -1.42215 -0.044
H 0.08334 3.00864 -2.16770 0.046
H -0.70697 1.63904 -3.99841 0.000
H -1.67865 3.12209 -4.08033 0.050
Br -0.18409 -1.23001 -4.95836 0.639
C -1.28288 -0.64377 -6.45262 -0.701
C -0.46862 0.03915 -7.51599 -0.674
Br 0.02701 1.85129 -7.00078 0.628
H -2.05731 -0.00500 -6.03691 0.018
H -1.73414 -1.55252 -6.84876 0.003
H -1.05311 0.15012 -8.42630 0.058
H 0.45455 -0.48481 -7.73806 0.053
Br 1.19027 -2.62374 5.62068 0.650
C 2.93849 -2.63064 6.46352 -0.678
C 3.23071 -1.34105 7.18207 -0.677
Br 3.71310 0.10157 5.96045 0.728
H 3.65907 -2.84942 5.68248 0.052
H 2.90716 -3.45592 7.17165 0.055
H 4.09949 -1.47002 7.82366 0.059
H 2.39294 -0.98713 7.77356 0.042
Br -0.46611 -6.49732 7.92289 0.601
C -1.74829 -5.15545 8.50700 -0.696
C -1.25232 -3.76105 8.23873 -0.706
Br 0.10854 -3.22508 9.52110 0.602
H -1.93775 -5.33923 9.55899 0.048
H -2.65211 -5.35144 7.93489 0.058
H -2.05854 -3.04047 8.35749 0.061
H -0.81166 -3.65332 7.25513 -0.029
Br -1.56288 -4.23084 0.35991 0.610
C -2.68090 -3.14579 -0.80637 -0.689
C -1.85673 -2.27466 -1.71301 -0.688
Br -1.11885 -0.75542 -0.74743 0.725
H -3.34002 -2.57272 -0.16284 0.052
H -3.26546 -3.85387 -1.38952 0.056
H -2.47471 -1.84732 -2.50060 0.022
H -1.02065 -2.80240 -2.15774 0.038
Br -4.02674 -2.58221 -9.01267 0.614
C -5.20054 -3.22926 -7.60108 -0.687
C -4.68547 -2.84665 -6.24127 -0.687
Br -3.18126 -3.95885 -5.70484 0.625
H -5.28689 -4.30257 -7.73012 0.051
H -6.16389 -2.76095 -7.78845 0.060
H -5.44776 -3.00696 -5.48252 0.060
H -4.34550 -1.81676 -6.19918 0.043
Br 1.89657 5.28200 -0.66239 0.634
C 0.89357 6.06858 -2.13360 -0.712
C 1.80116 6.74780 -3.12376 -0.698
Br 2.44158 8.46040 -2.45963 0.608
H 0.16905 6.74441 -1.69349 0.049
H 0.37182 5.24128 -2.60567 0.010
H 1.25946 6.97876 -4.03833 0.057
H 2.67887 6.15597 -3.36064 0.050
```

## Properties
HOMO-LUMO gap	9.88	eV
2S+1	1
lowest unoccupied orbital energy	0.1	eV
highest occupied orbital energy	-9.76	eV


No. 2
The following is a DFT calculation (wB97M-V/def2-TZVPD) of a molecular structure, C24H29BBr2CaF3N6O2S2Si at a distorted geometry.

The geometry in XYZ format:
```
71
Properties=species:S:1:pos:R:3:lowdin_charge:R:1
Ca 0.66995 0.13105 0.65180 1.148
C -3.11055 -1.88005 0.45260 -0.074
N -3.16595 -0.86305 1.46240 -0.125
C -4.19985 0.00375 1.71380 -0.069
C -3.86735 0.70425 2.82520 -0.092
N -2.64325 0.28755 3.25900 -0.037
B -1.97255 0.72575 4.58510 -0.478
N -0.47395 1.10055 4.38270 -0.015
C 0.48125 0.92645 5.34360 -0.066
C 1.58085 1.64145 5.00680 -0.058
N 1.29985 2.26515 3.81920 -0.140
C 2.14305 3.16375 3.09170 -0.069
C 0.05075 1.89235 3.43880 -0.761
S -0.65955 2.40805 1.99680 0.627
C -2.21075 -0.65455 2.40870 -0.766
S -0.75755 -1.50765 2.46960 0.639
H -4.01565 -1.83175 -0.15010 0.084
H -3.03585 -2.86215 0.92550 0.087
H -2.21905 -1.75865 -0.19900 0.019
H -5.07405 0.03875 1.09550 0.105
H -4.40455 1.47165 3.34350 0.108
H -2.02705 -0.17735 5.36590 0.069
H -2.54015 1.70885 4.97250 0.071
H 0.29875 0.30735 6.19640 0.115
H 2.52365 1.75245 5.50170 0.113
H 3.18385 2.97205 3.34630 0.093
H 1.88355 4.20225 3.32270 0.093
H 1.99185 2.99465 2.02220 0.049
Br 5.20805 1.07435 -4.74960 0.735
C 3.94285 0.78375 -3.35180 -0.654
C 4.20365 -0.16805 -2.36400 -0.067
C 3.24055 -0.31695 -1.37910 -0.100
N 2.11875 0.37015 -1.31860 0.056
C 1.85415 1.28485 -2.28820 -0.180
C 2.78345 1.50865 -3.33210 -0.051
C 0.59455 1.97215 -2.22680 -0.185
C 0.22235 2.94695 -3.18210 -0.052
C -1.01865 3.51395 -3.09390 -0.654
Br -1.54015 4.82415 -4.37900 0.735
C -1.90375 3.13785 -2.08230 -0.068
C -1.44835 2.18855 -1.17970 -0.153
N -0.25785 1.62585 -1.22850 0.033
H 5.10435 -0.75835 -2.36740 0.105
H 3.39255 -1.04755 -0.59710 0.113
H 2.59285 2.22815 -4.11160 0.094
H 0.89255 3.24865 -3.97060 0.094
H -2.88375 3.57415 -1.99890 0.105
H -2.08715 1.87575 -0.36330 0.088
F 4.21125 -2.44145 2.49000 0.143
C 3.78935 -1.20505 2.78720 -0.525
F 4.86755 -0.40205 2.66350 0.127
F 3.46965 -1.19595 4.08940 0.147
C 2.61315 -0.73415 1.87150 -0.675
O 2.07115 -1.59255 1.19090 -0.090
O 2.38345 0.47475 1.90860 -0.115
C 0.27715 -3.25775 -4.26050 -0.225
Si -1.06185 -2.77805 -2.95290 0.384
C -1.85905 -4.41815 -2.36270 -0.202
C -2.34215 -1.76135 -3.95240 -0.209
C -0.55015 -1.79875 -1.49540 -0.292
H -0.12755 -3.87855 -5.05790 0.000
H 1.09815 -3.80015 -3.80180 0.003
H 0.69445 -2.36555 -4.72010 -0.002
H -1.79565 -5.20295 -3.10890 0.001
H -2.90745 -4.28755 -2.11660 0.006
H -1.36815 -4.78185 -1.46670 0.013
H -2.81535 -2.36355 -4.72260 0.006
H -1.85785 -0.92045 -4.44100 0.004
H -3.12205 -1.35815 -3.31360 0.004
H 0.08895 -2.23945 -0.74180 -0.063
H -0.49805 -0.72155 -1.57240 -0.105
```

## Properties
HOMO-LUMO gap	3.80	eV
2S+1	1
lowest unoccupied orbital energy	1.0	eV
total charge	-1
highest occupied orbital energy	-2.76	eV


Energy across the listed records, respectively: -1165903.7530; -235303.1917 eV.